Entry 1:
20
Properties=species:S:1:pos:R:3:nbo_charge:R:1 method="wB97M-V/def2-TZVPD" e_homo_ha=-0.42900 lumo_ev=-3.2 energy_ev=-9378.306 charge=+1
C -0.11932 -1.01525 1.17430 -0.238
C 0.34327 0.40332 1.52856 -0.456
C 0.46813 1.25199 0.35986 -0.372
C -0.58331 1.50624 -0.45235 -0.008
N -0.55779 2.33132 -1.55443 -0.814
N 0.90602 -1.72622 0.32238 -0.727
H -1.13449 -0.92607 0.88514 0.241
H -0.20333 -1.59755 2.06769 0.218
H -0.54957 0.82391 2.14788 0.234
H 1.24379 0.60451 2.21634 0.242
H 1.49296 1.75003 0.36842 0.231
H -1.65162 1.10668 -0.25778 0.196
H 0.17763 3.06267 -1.55295 0.415
H -1.52800 2.45279 -1.85542 0.402
H 0.97331 -2.79019 0.72727 0.437
H 0.45800 -1.74833 -0.58357 0.469
H 1.91284 -1.48578 0.54092 0.455
H -0.65620 -0.56236 -1.70496 0.519
H -0.56321 -1.97448 -2.58373 0.529
O -0.42911 -1.46724 -1.79358 -0.973

=====

Entry 2:
18
Properties=species:S:1:pos:R:3:nbo_charge:R:1 method="wB97M-V/def2-TZVPD" e_homo_ha="-0.11035 / -0.15298" multiplicity=2 lumo_ev="0.7 / 0.7" s_squared=0.759 energy_ev=-27154.141 charge=-1
O 4.61452 -0.75794 -0.45156 -0.844
C 3.79507 -0.10852 0.24667 0.967
O 3.97677 1.05589 0.67956 -0.856
O 2.64057 -0.75296 0.53054 -0.555
C 1.40226 -0.12030 0.20811 -0.078
O -0.25508 -0.48561 -1.47971 -0.897
C -4.58123 0.60353 0.20649 0.934
C 0.49898 -1.11485 -0.52074 -0.070
O -4.37806 -0.62925 0.13840 -0.778
O -4.07356 1.45857 -0.56086 -0.795
Na 6.02044 1.04211 -0.35562 0.958
Hg -2.68058 -0.27865 -1.52173 0.701
H 1.58812 0.75598 -0.43415 0.180
H 0.91176 0.22889 1.13117 0.156
H 1.16153 -1.91129 -0.93685 0.125
H -0.11663 -1.62887 0.25581 0.115
O -5.48419 1.01641 1.13177 -0.741
H -5.04070 1.62688 1.73270 0.478

=====

Entry 3:
75
Properties=species:S:1:pos:R:3:mulliken_charge:R:1 method="wB97M-V/def2-TZVPD" e_homo_ha=-0.42018 lumo_ev=-3.6 energy_ev=-40243.427 charge=+1
Mg 17.12902 12.88288 -0.04041 0.877
C 14.12919 11.25090 -2.08207 -1.391
C 15.52667 10.68092 -1.97497 1.591
C 16.10221 10.43172 -3.36308 -1.534
O 16.42156 11.40366 -1.17938 -0.529
H 13.65305 11.49470 -1.13067 -0.052
H 13.41284 10.48368 -2.41872 0.565
H 13.98971 11.96000 -2.90195 0.354
H 15.41903 9.66686 -1.54575 -0.468
H 16.01165 11.34762 -3.95264 0.137
H 15.45753 9.70417 -3.86814 0.406
H 17.12069 10.04959 -3.39268 0.328
C 13.61593 14.29369 1.51202 -1.151
C 14.71283 13.22989 1.62191 0.488
O 15.97429 13.85973 1.30693 -0.231
H 13.55967 14.80862 0.55469 0.141
H 13.88044 15.06731 2.24339 0.462
H 12.62594 13.92384 1.76750 0.245
H 14.54074 12.42085 0.91106 -0.273
H 14.72447 12.79787 2.62334 0.208
H 16.08290 14.53323 1.99050 0.289
C 19.83200 9.05332 0.36577 -0.859
C 18.62817 8.13638 0.07215 -0.365
O 17.43097 8.86289 0.28580 -0.563
H 19.90196 9.27516 1.43200 0.152
H 19.67935 10.00881 -0.14182 0.114
H 20.78107 8.63501 0.02795 0.432
H 18.74013 7.18396 0.58663 0.430
H 18.68256 7.90682 -0.99839 0.286
H 17.10474 9.29083 -0.51752 0.139
C 18.07456 13.09505 -4.95862 -1.199
C 18.96191 12.83230 -3.76997 0.373
O 18.96524 14.01984 -2.92172 -0.659
H 18.33824 14.00775 -5.49589 0.367
H 17.04613 13.29373 -4.64119 0.167
H 18.08704 12.23163 -5.62032 0.366
H 19.98100 12.70664 -4.13984 0.381
H 18.52578 12.02987 -3.16922 -0.099
H 19.49983 13.77863 -2.15675 0.284
C 14.74109 15.29042 -2.21750 -0.931
C 16.05233 15.48179 -1.47469 -0.289
O 16.72002 14.19306 -1.46956 -0.228
H 14.28224 16.21863 -2.57397 0.453
H 14.00525 14.65588 -1.72812 -0.007
H 14.89972 14.83350 -3.20186 0.282
H 15.87048 15.82230 -0.45762 0.289
H 16.64385 16.24248 -1.98288 0.408
H 17.39128 14.22476 -2.19552 0.253
C 15.04167 6.18288 -1.63907 -0.463
C 13.68791 6.50039 -2.29886 -0.320
O 12.97729 7.42747 -1.47632 -0.526
H 15.51929 7.08850 -1.26535 -0.107
H 15.69301 5.77358 -2.41615 0.312
H 14.86450 5.49880 -0.81174 0.314
H 13.01074 5.66666 -2.47175 0.339
H 13.90686 6.89472 -3.30189 0.216
H 13.52370 8.21049 -1.36839 0.209
C 17.21308 10.60897 3.73985 -1.150
C 17.96279 11.42984 2.70766 -0.461
O 17.35121 11.51609 1.41372 0.359
H 16.34414 11.15571 4.10529 0.277
H 17.93579 10.46269 4.54145 0.412
H 16.89835 9.64891 3.33262 0.289
H 18.95285 10.98092 2.57000 0.285
H 18.20243 12.43153 3.07338 0.415
H 17.17536 10.59321 1.11451 0.079
C 11.32633 11.50360 1.14324 -0.919
C 10.99880 12.11481 -0.22316 0.189
O 9.64470 12.45583 -0.33371 -0.550
H 11.00470 12.21906 1.89854 0.380
H 12.38474 11.24569 1.20918 0.136
H 10.77515 10.56302 1.14248 0.344
H 11.20459 11.36680 -0.98961 0.164
H 11.65319 12.98180 -0.40266 0.020
H 9.33998 13.06604 0.34220 0.320

=====

Values of energy relative to the best compared isomer or geometry (same formula, charge and spin), in order: 3.277 0.000 0.305, all in eV.